(a)
Entry from the OMol25 dataset: 2 unconnected molecules or ions with the total composition C5H9N2 (wB97M-V/def2-TZVPD).

- HOMO level (eV) = -15.2
- 2S+1 = 1
- frontier orbital gap (eV) = 10.0
- charge = +1

Structure (XYZ):
```
16
Properties=species:S:1:pos:R:3:mulliken_charge:R:1
C -1.12 -0.88 0.27 0.355
C 0.41 1.03 0.31 -0.251
C -0.65 -0.46 -1.05 -0.492
C 1.08 -0.23 0.31 0.454
C 2.45 -0.54 0.03 -1.093
N -0.94 0.61 -0.04 0.094
N 0.21 -1.16 0.64 -0.364
H -1.97 -1.52 0.47 0.378
H 0.55 1.61 1.32 0.323
H 0.91 1.65 -0.47 0.359
H -3.45 0.71 -0.60 -0.199
H -4.03 0.27 -0.81 0.125
H 2.46 -1.41 -0.73 0.309
H 2.83 -1.07 0.94 0.337
H 3.07 0.26 -0.38 0.355
H -1.80 1.15 -0.20 0.311
```

(b)
Entry from the OMol25 dataset: a gas-phase ion, C5H9N2 (charge +1) (wB97M-V/def2-TZVPD).

- HOMO level (eV) = -14.2
- 2S+1 = 1
- SMILES string = CCc1c[nH]c[nH+]1
- frontier orbital gap (eV) = 10.7
- charge = +1

Structure (XYZ):
```
16
Properties=species:S:1:pos:R:3:mulliken_charge:R:1
C 2.13 -1.07 -0.38 -1.141
C 1.22 0.08 -0.65 -0.353
C -0.05 0.14 0.14 0.255
C -1.12 -0.69 0.32 -0.343
N -2.23 0.00 0.76 -0.018
C -1.93 1.31 0.82 -0.167
N -0.68 1.43 0.39 -0.085
H 1.67 -2.08 -0.57 0.305
H 2.88 -1.11 -1.25 0.319
H 2.65 -1.17 0.55 0.340
H 0.88 0.00 -1.73 0.276
H 1.75 1.05 -0.76 0.330
H -1.22 -1.75 0.07 0.371
H -3.08 -0.48 1.04 0.239
H -2.60 2.07 1.22 0.390
H -0.26 2.28 0.03 0.282
```

List of relative energies, unit kcal/mol: (a) 171.0; (b) 0.0

(a)
Entry from the OMol25 dataset: 7 unconnected molecules or ions with the total composition ClH12O6 (wB97M-V/def2-TZVPD).

- HOMO level (eV) = -6.7
- 2S+1 = 1
- frontier orbital gap (eV) = 10.3
- charge = -1

Structure (XYZ):
```
19
Properties=species:S:1:pos:R:3:mulliken_charge:R:1
Cl 0.26 0.07 -0.07 -0.959
O -1.24 1.29 -2.55 -0.559
H -1.10 0.77 -1.78 0.369
H -0.51 1.87 -2.55 0.225
O 0.58 3.07 -0.53 -0.603
H 0.71 3.15 -1.52 0.289
H 0.73 2.14 -0.41 0.278
O -2.11 -0.05 2.07 -0.610
H -1.32 -0.21 1.52 0.293
H -2.39 -0.90 2.35 0.294
O 0.59 1.09 2.93 -0.618
H 1.05 1.85 2.71 0.283
H 0.64 0.55 2.11 0.307
O 0.00 -2.92 0.71 -0.625
H 0.82 -3.25 0.30 0.344
H -0.03 -2.05 0.28 0.310
O 1.43 -2.14 -2.08 -0.619
H 1.11 -1.50 -1.39 0.280
H 0.77 -2.82 -2.12 0.321
```

(b)
Entry from the OMol25 dataset: 7 unconnected molecules or ions with the total composition ClH12O6 (wB97M-V/def2-TZVPD).

- HOMO level (eV) = -6.3
- 2S+1 = 1
- frontier orbital gap (eV) = 9.8
- charge = -1

Structure (XYZ):
```
19
Properties=species:S:1:pos:R:3:mulliken_charge:R:1
Cl 0.60 1.09 0.35 -0.819
O 2.20 0.47 -2.84 -0.681
H 1.82 -0.40 -3.03 0.370
H 1.99 0.61 -1.90 0.302
O 0.41 -1.70 -2.29 -0.665
H 0.45 -2.49 -1.74 0.312
H 0.15 -1.00 -1.68 0.350
O -2.27 2.78 0.69 -0.628
H -1.42 2.31 0.74 0.292
H -2.05 3.69 0.92 0.280
O -2.06 -0.99 -0.17 -0.619
H -1.23 -0.50 0.02 0.235
H -2.47 -0.47 -0.88 0.319
O 2.72 -1.46 1.17 -0.649
H 2.10 -1.98 1.69 0.302
H 2.21 -0.67 0.91 0.363
O -1.04 -0.08 2.92 -0.643
H -1.64 0.67 2.96 0.333
H -0.48 0.12 2.14 0.244
```

(c)
Entry from the OMol25 dataset: 7 unconnected molecules or ions with the total composition ClH12O6 (wB97M-V/def2-TZVPD).

- HOMO level (eV) = -6.2
- 2S+1 = 1
- frontier orbital gap (eV) = 9.9
- charge = -1

Structure (XYZ):
```
19
Properties=species:S:1:pos:R:3:mulliken_charge:R:1
Cl 24.59 16.11 16.05 -0.879
O 27.75 14.84 16.44 -0.620
H 27.01 15.13 15.90 0.343
H 27.69 13.88 16.43 0.275
O 25.97 17.93 18.35 -0.591
H 26.04 18.87 18.17 0.289
H 25.55 17.57 17.57 0.272
O 27.04 16.00 13.67 -0.645
H 26.16 16.20 14.01 0.278
H 26.96 15.12 13.31 0.338
O 24.38 14.22 13.24 -0.654
H 23.79 14.83 12.80 0.325
H 24.49 14.58 14.12 0.310
O 21.46 16.18 15.15 -0.658
H 21.50 15.30 15.53 0.389
H 22.38 16.45 15.07 0.293
O 22.17 14.11 16.94 -0.714
H 23.07 14.37 16.75 0.308
H 21.79 14.87 17.39 0.343
```

List of relative energies, unit kcal/mol: (a) 12.1; (b) 0.0; (c) 2.8

(a)
Entry from the OMol25 dataset: 2 unconnected molecules or ions with the total composition C5H10NO2 (wB97M-V/def2-TZVPD).

- HOMO level (eV) = -4.2
- 2S+1 = 1
- frontier orbital gap (eV) = 8.5
- charge = -1

Structure (XYZ):
```
18
Properties=species:S:1:pos:R:3:mulliken_charge:R:1
C -0.28 0.52 -1.26 -0.174
C -0.41 -0.80 -1.30 0.063
C 0.76 -1.75 -1.24 -1.180
C -1.45 1.46 -1.08 -1.034
H 0.71 0.96 -1.13 0.256
H -1.40 -1.24 -1.29 0.257
H 1.03 -1.98 -0.21 0.237
H 0.50 -2.70 -1.72 0.372
H 1.64 -1.37 -1.76 0.311
H -2.34 0.85 -0.94 0.256
H -1.58 2.13 -1.93 0.333
H -1.27 1.99 -0.15 0.234
N 0.93 -0.41 2.61 -0.546
C 0.43 0.76 1.87 0.678
O -0.80 0.95 2.00 -0.745
O 1.29 1.38 1.22 -0.750
H 1.89 -0.24 2.88 0.208
H 0.35 -0.53 3.43 0.224
```

(b)
Entry from the OMol25 dataset: a gas-phase ion, C5H10NO2 (charge -1) (wB97M-V/def2-TZVPD).

- HOMO level (eV) = -2.6
- 2S+1 = 1
- SMILES string = CCN(C=O)CC[O-]
- frontier orbital gap (eV) = 6.3
- charge = -1

Structure (XYZ):
```
18
Properties=species:S:1:pos:R:3:mulliken_charge:R:1
C 0.83 -1.98 -0.56 -1.019
C 1.35 -0.59 -0.82 -0.652
N 0.59 0.44 -0.16 0.244
C 1.01 0.95 1.00 0.049
O 1.98 0.57 1.64 -0.650
C -0.72 0.78 -0.72 -0.857
C -1.93 0.22 0.14 -0.263
O -3.04 0.06 -0.58 -0.887
H 1.23 -2.72 -1.26 0.373
H -0.26 -1.96 -0.72 0.301
H 0.97 -2.34 0.45 0.270
H 2.40 -0.44 -0.55 0.357
H 1.37 -0.35 -1.88 0.361
H 0.41 1.83 1.30 0.339
H -0.88 1.86 -0.74 0.413
H -0.78 0.34 -1.71 0.276
H -2.05 1.02 0.92 0.182
H -1.56 -0.69 0.66 0.163
```

(c)
Entry from the OMol25 dataset: a molecular structure, C5H10NO2 (wB97M-V/def2-TZVPD).

- HOMO level (eV) = -2.7
- 2S+1 = 1
- frontier orbital gap (eV) = 5.9
- charge = -1

Structure (XYZ):
```
18
Properties=species:S:1:pos:R:3:mulliken_charge:R:1
C 1.14 0.49 -0.27 0.747
N -0.22 1.03 0.17 -0.360
C 2.09 1.49 0.40 -1.068
C -1.13 -0.89 -1.26 -1.549
C -1.17 -0.06 0.04 0.404
C -1.10 -1.03 1.24 -0.601
O -2.13 -1.95 1.45 -0.871
O 1.78 -0.50 -0.83 -0.642
H 0.44 1.02 -0.98 0.082
H 2.97 1.80 -0.29 0.243
H 1.44 2.36 0.56 0.345
H 2.46 1.13 1.33 0.296
H -1.42 -0.33 -2.13 0.353
H -1.76 -1.72 -1.12 0.468
H -0.15 -1.31 -1.47 0.373
H -2.18 0.37 0.00 0.329
H -0.09 -1.56 1.10 0.147
H -0.98 -0.34 2.05 0.303
```

(d)
Entry from the OMol25 dataset: 2 unconnected molecules or ions with the total composition C5H10NO2 (wB97M-V/def2-TZVPD).

- HOMO level (eV) = -4.1
- 2S+1 = 1
- frontier orbital gap (eV) = 8.2
- charge = -1

Structure (XYZ):
```
18
Properties=species:S:1:pos:R:3:mulliken_charge:R:1
N 2.17 2.65 1.40 -0.472
C 1.39 1.53 1.08 0.655
O 0.85 0.92 2.04 -0.781
O 1.35 1.21 -0.16 -0.769
H 2.40 2.76 2.37 0.180
H 2.67 3.16 0.68 0.181
C -1.02 -0.82 0.03 0.231
C -0.80 -1.22 -1.26 -0.248
C 0.59 -1.30 -1.88 -0.908
C -2.38 -0.78 0.66 -1.084
H -0.19 -0.38 0.57 0.238
H -1.67 -1.53 -1.88 0.230
H 1.01 -2.32 -1.85 0.243
H 0.58 -1.00 -2.94 0.277
H 1.31 -0.56 -1.45 0.260
H -3.20 -1.08 -0.03 0.295
H -2.65 0.22 1.04 0.249
H -2.42 -1.46 1.58 0.223
```

List of relative energies, unit kcal/mol: (a) 0.0; (b) 36.6; (c) 143.8; (d) 4.8

(a)
Entry from the OMol25 dataset: a molecular structure, C7H12N2 (wB97M-V/def2-TZVPD).

- HOMO level (eV) = -8.3
- 2S+1 = 1
- frontier orbital gap (eV) = 9.3
- charge = 0

Structure (XYZ):
```
21
Properties=species:S:1:pos:R:3:mulliken_charge:R:1
C 1.46 -0.83 -1.30 -0.424
C 1.32 0.74 0.51 -1.134
C 0.33 -0.15 -0.22 1.177
C -0.32 -1.39 0.55 -0.795
C -1.62 -0.59 0.89 -0.356
C -1.94 0.06 -0.56 -0.459
C -1.09 0.98 0.90 -0.562
H 1.81 -1.95 -1.07 0.328
H 1.30 -0.40 -2.52 0.259
H 3.08 1.26 -0.71 0.257
H 0.85 1.85 0.47 0.328
H 1.39 0.57 1.60 0.296
H -0.35 -2.09 -0.38 0.368
H 0.32 -1.98 1.41 0.219
H -2.46 -1.07 1.30 0.532
H -1.93 -0.77 -1.48 0.207
H -2.90 0.64 -0.74 0.296
H -0.27 1.22 1.58 0.317
H -2.09 1.60 1.19 0.237
N 2.48 0.34 -0.34 -0.531
N -0.70 0.83 -0.42 -0.561
```

(b)
Entry from the OMol25 dataset: 2 unconnected molecules or ions with the total composition C7H12N2 (wB97M-V/def2-TZVPD).

- HOMO level (alpha / beta) (eV) = -8.1 / -7.0
- 2S+1 = 1
- frontier orbital gap (alpha / beta) (eV) = 8.4 / 7.3
- charge = 0

Structure (XYZ):
```
21
Properties=species:S:1:pos:R:3:mulliken_charge:R:1
C -1.73 -0.94 -0.42 0.251
C 1.30 -1.50 0.65 -0.474
C 1.75 -0.44 -0.37 0.199
C 0.87 -0.13 0.82 -0.414
C 3.07 0.10 -0.33 -1.300
C -2.21 1.39 -1.03 -1.134
C -2.03 0.37 -0.02 0.691
N -1.56 -2.11 -0.58 -0.650
N -2.54 0.56 1.24 -0.416
H 0.48 -2.23 0.27 0.161
H 2.09 -2.12 1.11 0.268
H 1.14 -0.44 -1.22 0.446
H 1.15 0.55 1.63 0.230
H 3.41 -0.07 0.72 0.293
H 3.03 1.18 -0.56 0.278
H 3.82 -0.27 -1.17 0.284
H -1.14 1.51 -1.45 0.222
H -2.55 2.30 -0.62 0.431
H -2.79 1.05 -1.94 0.259
H -2.96 1.45 1.49 0.187
H -2.60 -0.22 1.78 0.188
```

List of relative energies, unit kcal/mol: (a) 68.7; (b) 0.0